[1]
The following is a quantum chemistry calculation of a cluster of 3 separate species, C5H14Cl2O4 in total, from the OMol25 dataset.

Geometry as XYZ:
```
25
Properties=species:S:1:pos:R:3
Cl -1.459 1.597 -0.036
C -1.686 1.346 1.692
Cl -1.611 2.853 2.586
H -2.646 0.859 1.831
H -0.933 0.650 2.049
O 1.878 -0.154 0.636
C 2.370 1.175 0.810
C 2.359 1.995 -0.461
O 3.561 1.860 -1.207
H 2.543 -0.666 0.166
H 1.781 1.651 1.588
H 3.419 1.138 1.127
H 2.289 3.051 -0.173
H 1.464 1.751 -1.037
H 3.345 1.533 -2.082
O -3.109 -1.208 -1.330
C -2.505 -2.425 -0.944
C -1.012 -2.380 -0.790
O -0.683 -1.628 0.377
H -2.701 -0.424 -0.954
H -2.952 -2.833 -0.030
H -2.752 -3.109 -1.760
H -0.548 -1.958 -1.689
H -0.627 -3.399 -0.668
H 0.212 -1.276 0.300
```

**F_max**: 0.01735 Eh/bohr
**E**: -38645.8969 eV
**Structure (SMILES)**: ClCCl.OCCO.OCCO

---

[2]
The following is a quantum chemistry calculation of a structure of composition C5H14ClIO2PV in a non-equilibrium geometry, from the OMol25 dataset.

Geometry as XYZ:
```
25
Properties=species:S:1:pos:R:3
C 0.445 -1.861 1.100
I 0.263 2.535 1.974
H -0.511 -2.410 1.072
H 1.012 -2.149 2.002
H 1.009 -2.115 0.189
V -0.332 0.105 1.142
P -0.162 0.405 -1.107
C 1.428 0.880 -1.832
C -0.744 -1.044 -2.028
H -2.230 1.625 -0.900
H -1.589 1.632 -2.583
H -0.872 2.702 -1.323
C -1.332 1.727 -1.521
H -1.665 -1.426 -1.572
H -0.939 -0.745 -3.065
H 1.294 1.026 -2.913
H 2.174 0.097 -1.649
H 0.009 -1.838 -2.003
H 1.779 1.811 -1.367
C 1.586 0.149 1.295
O 2.756 0.123 1.364
Cl -2.453 -0.242 1.657
O 0.065 -0.449 3.903
H -0.754 -0.976 3.984
H -0.236 0.438 4.179
```

**Net charge**: +2
**2S+1**: 3
**<S²>**: 2.015
**F_max**: 0.14938 Eh/bohr
**E**: -65088.2365 eV